(1)
C12H40O18P as an isolated structure at a distorted geometry. Source: OMol25; level of theory: ωB97M-V/def2-TZVPD.

```
71
Properties=species:S:1:pos:R:3:lowdin_charge:R:1
P 0.228 0.230 -0.012 0.3209
O -1.031 0.635 0.769 -0.3033
O 1.563 0.938 0.490 -0.3822
O 0.013 0.672 -1.504 -0.3295
O 0.433 -1.322 0.141 -0.3629
O 2.726 -2.099 -0.858 -0.1282
H 3.121 -1.253 -1.093 -0.0154
H 1.880 -1.860 -0.370 -0.0172
O 0.251 2.721 2.004 -0.0989
H -0.530 2.176 1.891 -0.0245
H 0.927 2.262 1.480 -0.0265
C -3.338 -1.574 0.901 -0.2274
C -3.131 -1.128 -0.520 -0.2312
O -2.695 0.244 -0.587 -0.1077
O -2.190 -1.406 1.725 -0.1047
H -3.743 -2.567 1.115 0.1083
H -4.095 -0.908 1.344 0.1013
H -4.114 -0.932 -0.963 0.1074
H -2.511 -1.795 -1.121 0.1048
H -1.916 0.379 -0.004 -0.1656
H -1.556 -0.807 1.273 0.0356
C -0.821 -4.414 0.595 -0.2874
C 0.579 -4.467 1.231 -0.2809
O 0.911 -3.250 1.869 -0.0841
O -0.849 -3.500 -0.462 -0.1043
H -1.521 -4.118 1.391 0.1025
H -1.089 -5.349 0.083 0.1009
H 1.263 -4.767 0.428 0.1082
H 0.549 -5.288 1.958 0.0933
H 0.827 -2.533 1.180 0.0304
H -0.364 -2.670 -0.202 0.0246
C -3.020 1.987 3.515 -0.2269
C -3.942 0.822 3.903 -0.2801
O -3.210 -0.380 3.945 -0.0894
O -2.880 2.026 2.079 -0.1042
H -2.016 1.899 3.934 0.1168
H -3.485 2.944 3.768 0.0986
H -4.790 0.828 3.208 0.1036
H -4.351 0.899 4.916 0.0935
H -2.884 -0.691 3.082 0.0231
H -2.241 1.375 1.681 0.0453
C 3.140 2.934 -1.776 -0.2654
C 2.930 2.052 -3.026 -0.2689
O 2.414 0.783 -2.738 -0.0954
O 1.910 3.109 -1.100 -0.0959
H 3.451 3.906 -2.183 0.0912
H 3.900 2.632 -1.054 0.0916
H 3.883 1.848 -3.529 0.0979
H 2.227 2.524 -3.723 0.0980
H 1.551 0.833 -2.264 0.0201
H 1.687 2.272 -0.599 0.0344
C -0.925 1.254 -4.867 -0.2633
C -2.364 0.793 -4.595 -0.2857
O -2.317 -0.291 -3.709 -0.0716
O -0.441 1.997 -3.759 -0.1037
H -0.969 1.950 -5.713 0.0961
H -0.326 0.349 -4.991 0.1182
H -2.910 0.518 -5.507 0.0927
H -2.928 1.628 -4.163 0.1131
H -2.288 0.005 -2.788 0.0584
H -0.275 1.388 -2.985 0.0335
C 4.763 0.644 1.201 -0.2777
C 4.325 -0.136 2.408 -0.2615
O 3.250 0.515 3.071 -0.0904
O 4.048 0.423 -0.005 -0.1315
H 5.819 0.408 0.995 0.0999
H 4.718 1.726 1.394 0.1142
H 5.109 -0.293 3.156 0.0989
H 4.004 -1.135 2.088 0.1215
H 2.581 0.733 2.392 0.0631
H 3.074 0.670 0.164 0.0315
```

Orbital gap in eV: 7.345
Multiplicity: 1
Total charge: -3

---

(2)
A single CH4BBrO2 molecule at a distorted geometry. Source: OMol25; level of theory: ωB97M-V/def2-TZVPD.

```
9
Properties=species:S:1:pos:R:3:lowdin_charge:R:1
B 0.127 -0.795 0.195 -0.8406
C 1.564 -0.703 0.823 -0.5288
O -0.160 -0.180 -0.970 0.1511
O -0.849 -1.261 1.040 0.1175
Br 2.882 0.315 -0.189 0.6277
H 1.321 -0.205 1.829 0.0860
H 1.891 -1.849 1.043 0.1206
H -0.937 -0.521 -1.410 0.1026
H -1.781 -1.419 0.611 0.1638
```

Orbital gap in eV: 9.884
Multiplicity: 1
Total charge: 0
Structure (SMILES): OB(O)CBr
Energy above the lowest of the compared OMol25 structures with the same formula, charge and spin in kJ/mol: 17.00

---

(3)
C5H11N3 as an isolated structure at a distorted geometry. Source: OMol25; level of theory: ωB97M-V/def2-TZVPD.

```
19
Properties=species:S:1:pos:R:3:lowdin_charge:R:1
C 0.066 1.850 0.309 -0.0751
C -1.226 0.221 -1.128 -0.0662
C -0.195 -0.575 1.061 -0.4294
C -0.177 0.390 -0.047 -0.3687
N -1.297 -1.095 1.657 0.1668
N 1.704 -1.281 -1.064 0.0536
C 1.534 -0.389 0.007 -0.3265
N 1.048 -0.946 1.210 0.0858
H -2.202 -0.701 1.451 0.1036
H -1.135 -1.883 2.269 0.1056
H 2.165 -0.914 -1.886 0.0818
H 1.488 -2.252 -0.874 0.0846
H 2.365 0.317 0.108 0.1221
H 0.773 1.950 1.135 0.0799
H 0.479 2.401 -0.543 0.0793
H -2.188 0.673 -0.843 0.0763
H -0.911 0.720 -2.051 0.0783
H -0.873 2.350 0.584 0.0738
H -1.417 -0.832 -1.354 0.0745
```

Orbital gap in eV: 8.338
Multiplicity: 1
Total charge: 0
Energy above the lowest of the compared OMol25 structures with the same formula, charge and spin in kJ/mol: 171.11

---

(4)
C27H35O2RuSi2 as an isolated structure. Source: OMol25; level of theory: ωB97M-V/def2-TZVPD.

```
67
Properties=species:S:1:pos:R:3:lowdin_charge:R:1
Ru 1.240 -0.887 0.117 0.9916
C 2.372 -0.504 3.842 -0.0129
C 2.322 -1.355 2.605 -0.2749
C 1.395 -2.374 2.464 -0.0443
C 1.397 -3.231 1.348 -0.0731
C 2.362 -3.092 0.363 -0.1276
C 3.326 -2.072 0.489 -0.1337
C 3.295 -1.215 1.590 -0.0819
H 2.967 -1.006 4.607 0.1017
H 1.375 -0.342 4.251 0.0844
H 2.834 0.462 3.645 0.0795
H 0.639 -2.511 3.228 0.1334
H 0.644 -4.002 1.271 0.1318
H 2.412 -3.800 -0.451 0.1162
H 4.117 -1.989 -0.244 0.1197
H 4.068 -0.468 1.698 0.1082
C 2.704 -1.976 -2.904 -0.1971
Si 1.296 -0.920 -2.281 0.5547
C -0.270 -1.644 -2.963 -0.1804
C 1.504 0.858 -2.791 -0.2960
C 1.427 1.205 -4.144 -0.0829
C 1.563 2.524 -4.548 -0.0665
C 1.788 3.516 -3.604 -0.0663
C 1.870 3.187 -2.260 -0.0845
C 1.725 1.861 -1.838 -0.2989
Si 1.820 1.460 -0.024 0.5736
C 3.551 1.817 0.581 -0.1964
C 0.668 2.520 0.973 -0.1756
H 2.698 -1.903 -3.996 0.0441
H 2.565 -3.029 -2.649 0.0262
H 3.690 -1.655 -2.563 0.0279
H -0.124 -1.868 -4.024 0.0478
H -1.088 -0.939 -2.866 0.0035
H -0.547 -2.574 -2.461 0.0430
H 1.253 0.442 -4.896 0.1066
H 1.492 2.780 -5.597 0.1102
H 1.900 4.547 -3.916 0.1102
H 2.048 3.977 -1.537 0.1042
H 3.730 2.881 0.390 0.0473
H 4.325 1.253 0.056 0.0396
H 3.659 1.654 1.655 0.0177
H 1.009 3.555 0.868 0.0475
H 0.689 2.272 2.037 0.0252
H -0.357 2.457 0.612 0.0385
C -6.659 0.399 2.026 -0.0360
C -5.238 0.237 1.560 -0.2423
C -4.174 0.369 2.442 0.0056
C -2.863 0.164 2.039 -0.1844
C -1.742 0.339 3.033 -0.0151
C -2.620 -0.171 0.700 -0.0592
C -3.665 -0.239 -0.228 -0.1865
C -3.421 -0.514 -1.686 -0.0247
C -4.961 -0.044 0.227 0.0061
C -1.220 -0.466 0.313 -0.5207
O -0.530 0.213 -0.499 -0.1036
O -0.587 -1.420 0.856 -0.0610
H -6.728 0.347 3.112 0.0792
H -7.296 -0.377 1.602 0.0855
H -7.063 1.362 1.708 0.0908
H -4.370 0.635 3.474 0.1219
H -2.134 0.650 3.999 0.0876
H -1.038 1.100 2.694 0.0641
H -1.186 -0.590 3.170 0.0711
H -2.911 -1.467 -1.831 0.0796
H -2.806 0.269 -2.129 0.0882
H -4.363 -0.554 -2.228 0.0868
H -5.779 -0.113 -0.481 0.1259
```

Orbital gap (alpha / beta) in eV: 7.046 / 7.007
Multiplicity: 1
Total charge: +1
Energy above the lowest of the compared OMol25 structures with the same formula, charge and spin in kJ/mol: 50.91

---

(5)
A 5-piece molecular cluster, C2H16N2O4 overall at a distorted geometry. Source: OMol25; level of theory: ωB97M-V/def2-TZVPD.

```
24
Properties=species:S:1:pos:R:3:lowdin_charge:R:1
C 0.243 0.787 0.675 -0.1216
N -1.108 0.370 0.268 -0.1498
C -1.182 -1.092 0.178 -0.2848
N -0.305 -1.487 -0.946 -0.0028
H 0.329 1.329 1.605 0.0765
H 0.968 -0.005 0.506 0.0527
H 0.709 1.490 -0.041 0.0776
H -1.851 0.860 0.759 0.0752
H -2.204 -1.435 -0.006 0.1137
H -0.790 -1.543 1.086 0.0983
H -0.798 -2.106 -1.576 0.0591
H 0.032 -0.725 -1.517 0.0588
H -1.459 1.200 -1.626 0.0205
H -1.828 1.748 -3.146 0.0502
O -1.527 1.966 -2.253 -0.0930
H -1.962 2.866 0.326 0.0447
H -2.773 2.510 -0.842 0.0303
O -2.782 2.396 0.132 -0.0846
H 3.130 -1.008 2.203 0.0324
H 4.220 0.075 1.903 0.0361
O 3.274 -0.089 1.950 -0.0594
H 1.937 -3.083 -0.067 0.0134
H 3.221 -2.221 -0.162 0.0281
O 2.865 -3.048 0.189 -0.0716
```

Orbital gap in eV: 9.563
Multiplicity: 1
Total charge: 0
Structure (SMILES): CNCN.O.O.O.O
Energy above the lowest of the compared OMol25 structures with the same formula, charge and spin in kJ/mol: 183.34

---

(6)
A single C6H8 molecule at a distorted geometry. Source: OMol25; level of theory: ωB97M-V/def2-TZVPD.

```
14
Properties=species:S:1:pos:R:3:lowdin_charge:R:1
C 2.387 -0.608 -1.157 0.1029
C 1.750 -0.282 -0.190 -0.1540
C 0.912 0.164 0.937 -0.2458
C -0.222 1.043 0.521 -0.0875
C -1.510 0.488 0.044 -0.3294
C -1.497 -0.898 -0.307 0.0099
H 2.956 -0.898 -2.012 0.0214
H 0.496 -0.729 1.432 0.1191
H 1.553 0.706 1.647 0.1141
H 0.054 2.046 0.199 0.0974
H -1.561 1.055 -0.916 0.1318
H -2.392 0.811 0.613 0.1163
H -2.262 -1.580 0.048 0.0512
H -0.666 -1.319 -0.860 0.0526
```

Orbital gap (alpha / beta) in eV: 8.295 / 8.522
Multiplicity: 1
Total charge: 0
Energy above the lowest of the compared OMol25 structures with the same formula, charge and spin in kJ/mol: 459.94

---

(7)
C33H35NOPPd as an isolated structure at a distorted geometry. Source: OMol25; level of theory: ωB97M-V/def2-TZVPD.

```
72
Properties=species:S:1:pos:R:3:lowdin_charge:R:1
Pd -0.815 -0.639 -0.139 0.9728
C -1.558 0.369 1.706 -0.1990
C -2.650 0.542 0.777 -0.1563
C -3.363 -0.700 0.700 -0.1158
H -2.916 1.480 0.308 0.0986
C -2.637 -1.675 1.432 -0.1548
C -1.481 -1.042 2.022 -0.1797
H -0.719 -1.504 2.636 0.0865
H -0.930 1.146 2.114 0.0692
H -4.323 -0.848 0.220 0.0850
H -2.949 -2.700 1.579 0.0913
C 0.462 -1.872 -1.419 -0.2382
C 0.689 -2.279 -0.035 -0.2093
C -0.326 -3.246 0.285 -0.1595
H 1.530 -1.969 0.577 0.0738
C -1.087 -3.509 -0.886 -0.1571
C -0.668 -2.625 -1.909 -0.0964
H -1.076 -2.561 -2.916 0.0924
H 1.140 -1.263 -2.005 0.0676
H -0.432 -3.743 1.245 0.0958
H -1.793 -4.330 -1.019 0.0840
O -2.270 0.512 -1.981 -0.2458
C -4.986 -2.855 -3.006 -0.2848
C -4.776 -1.392 -2.956 -0.1670
C -4.909 -3.339 -1.523 -0.1392
C -3.772 -3.406 -3.843 -0.1353
C -3.424 0.169 -2.422 -0.3346
H -5.594 -0.851 -2.447 0.0460
H -4.856 -0.919 -3.949 0.0439
H -3.487 0.606 -3.435 0.0531
H -4.244 0.771 -1.949 0.0601
H -5.483 -4.217 -1.268 0.0349
H -5.377 -2.568 -0.896 0.0412
H -3.944 -3.530 -0.986 0.0535
H -4.058 -4.051 -4.662 0.0311
H -2.894 -3.946 -3.421 0.0523
H -3.315 -2.544 -4.369 0.0574
N 0.575 0.724 -0.293 -0.3116
P 1.771 1.357 0.554 0.7346
C 1.581 1.287 2.332 -0.3186
C 1.123 2.409 3.040 -0.0927
C 0.913 2.305 4.415 -0.0840
C 1.171 1.100 5.073 -0.0913
C 1.637 -0.013 4.366 -0.0827
C 1.836 0.074 2.989 -0.0957
C 3.381 0.599 0.262 -0.2871
C 4.424 0.668 1.205 -0.0885
C 5.648 0.062 0.917 -0.0937
C 5.820 -0.624 -0.290 -0.0984
C 4.777 -0.692 -1.221 -0.0788
C 3.570 -0.036 -0.966 -0.0781
C 1.972 3.087 0.099 -0.2908
C 1.249 3.485 -1.027 -0.0729
C 1.377 4.793 -1.502 -0.0800
C 2.229 5.694 -0.851 -0.1017
C 2.953 5.294 0.280 -0.0990
C 2.830 3.987 0.763 -0.0927
H 0.940 3.347 2.513 0.1071
H 0.545 3.176 4.960 0.1009
H 1.006 1.021 6.148 0.0969
H 1.849 -0.953 4.878 0.1031
H 2.220 -0.783 2.430 0.1044
H 4.275 1.178 2.158 0.1023
H 6.461 0.121 1.643 0.0971
H 6.773 -1.106 -0.508 0.0951
H 4.893 -1.250 -2.151 0.1020
H 2.763 -0.018 -1.701 0.0896
H 0.592 2.752 -1.502 0.0941
H 0.809 5.096 -2.382 0.1003
H 2.329 6.713 -1.227 0.0943
H 3.612 6.002 0.788 0.0956
H 3.388 3.673 1.648 0.1029
```

Orbital gap (alpha / beta) in eV: 5.516 / 5.844
Multiplicity: 5
Total charge: -1

---

(8)
An isolated ion of composition C6H9O and charge +1 at a distorted geometry. Source: OMol25; level of theory: ωB97M-V/def2-TZVPD.

```
16
Properties=species:S:1:pos:R:3:lowdin_charge:R:1
C -1.038 0.653 1.414 0.0068
C -1.240 -0.257 0.419 -0.0295
C 0.606 -2.380 -1.245 0.2331
C 0.218 1.480 1.091 -0.1959
C 0.611 1.172 -0.298 -0.1146
C -0.197 -0.107 -0.708 -0.2093
O 0.500 -1.360 -0.514 0.0373
H -1.499 0.805 2.350 0.1053
H -2.007 -1.065 0.294 0.1319
H 1.320 -3.099 -0.791 0.1528
H 0.226 -2.571 -2.274 0.1574
H 0.125 2.495 1.469 0.1233
H 1.003 1.224 1.847 0.1371
H 0.389 2.017 -1.002 0.1483
H 1.703 1.126 -0.305 0.1284
H -0.720 -0.135 -1.748 0.1877
```

Orbital gap in eV: 7.517
Multiplicity: 1
Total charge: +1
Energy above the lowest of the compared OMol25 structures with the same formula, charge and spin in kJ/mol: 156.39